(1)
Below is a cluster of 2 separate species, ClHN2O in total, with properties calculated with ωB97M-V with the def2-TZVPD basis set.

Structure (ORCA input):
```
! wB97M-V def2-TZVPD RIJCOSX def2/J DEFGRID3
* xyz 0 3
N 0.0059 -0.4545 1.2878
N -0.2449 -1.0547 0.3805
O -0.4472 -1.7142 -0.5600
Cl -0.1517 2.0279 -0.5263
H 0.8378 1.1955 -0.5821
*
```

Orbital gap (alpha / beta) in eV: 6.933 / 8.009
DFT total energy in eV: -17558.526
LUMO (alpha / beta) in eV: 0.8 / -3.8
Energy relative to the best compared isomer or geometry (same formula, charge and spin) in kJ/mol: 299.2

Atomic charges from the Löwdin analysis, expressed in e, are listed below: atom 1 (N): 0.129, atom 2 (N): -0.327, atom 3 (O): 0.151, atom 4 (Cl): 0.284, atom 5 (H): -0.237

(2)
Below is a cluster of 2 separate species, ClHN2O2 in total, with properties calculated with ωB97M-V with the def2-TZVPD basis set.

Structure (ORCA input):
```
! wB97M-V def2-TZVPD RIJCOSX def2/J DEFGRID3
* xyz -2 1
N -1.1717 -0.3463 -1.1021
N -1.1605 -1.9733 -0.5211
O -2.1528 0.0213 -1.8347
O -0.1502 -2.3587 0.1078
Cl 4.7991 4.8776 4.6674
H -0.1638 -0.2206 -1.3172
*
```

Orbital gap (alpha / beta) in eV: 7.110 / 7.642
DFT total energy in eV: -19610.060
LUMO (alpha / beta) in eV: 6.7 / 6.7
Energy relative to the best compared isomer or geometry (same formula, charge and spin) in kJ/mol: 229.0

Atomic charges from the Löwdin analysis, expressed in e, are listed below: atom 1 (N): -0.253, atom 2 (N): -0.193, atom 3 (O): -0.295, atom 4 (O): -0.318, atom 5 (Cl): -1.000, atom 6 (H): 0.059

(3)
Below is a cluster of 2 separate species, ClHN2O2 in total, with properties calculated with ωB97M-V with the def2-TZVPD basis set.

Structure (ORCA input):
```
! wB97M-V def2-TZVPD RIJCOSX def2/J DEFGRID3
* xyz 0 1
N 0.1506 -1.0881 1.0860
N 2.9343 0.0097 -0.2540
O 3.8936 -0.2185 0.3403
O 1.7502 -0.2194 -0.0621
Cl -0.6634 -1.8749 -0.1689
H -0.0269 -0.0659 0.9294
*
```

Orbital gap (alpha / beta) in eV: 9.772 / 8.071
DFT total energy in eV: -19607.284
LUMO (alpha / beta) in eV: -0.6 / -1.8
Energy relative to the best compared isomer or geometry (same formula, charge and spin) in kJ/mol: 278.8

Atomic charges from the Löwdin analysis, expressed in e, are listed below: atom 1 (N): -0.428, atom 2 (N): -0.157, atom 3 (O): 0.145, atom 4 (O): -0.042, atom 5 (Cl): 0.492, atom 6 (H): -0.009

(4)
Below is the ion ClHNO2S with charge -1, with properties calculated with ωB97M-V with the def2-TZVPD basis set.

Structure (ORCA input):
```
! wB97M-V def2-TZVPD RIJCOSX def2/J DEFGRID3
* xyz -1 1
N 1.0574 -0.4327 -0.6156
S 0.0555 0.2653 0.2639
O 0.2779 1.6698 0.4612
O -0.4220 -0.4060 1.5018
Cl -1.6508 0.1757 -1.0322
H 0.6820 -1.2722 -0.5791
*
```

Orbital gap in eV: 8.956
DFT total energy in eV: -28960.045
LUMO in eV: 4.0
Energy relative to the best compared isomer or geometry (same formula, charge and spin) in kJ/mol: 37.2
SMILES string: N=[S@](=O)([O-])Cl

Atomic charges from the Löwdin analysis, expressed in e, are listed below: atom 1 (N): -0.261, atom 2 (S): 0.146, atom 3 (O): -0.425, atom 4 (O): -0.457, atom 5 (Cl): 0.103, atom 6 (H): -0.106

(5)
Below is the ion ClHNO2S with charge -1, with properties calculated with ωB97M-V with the def2-TZVPD basis set.

Structure (ORCA input):
```
! wB97M-V def2-TZVPD RIJCOSX def2/J DEFGRID3
* xyz -1 1
N 0.2041 -0.0587 -0.7848
S 1.9464 -0.6824 -0.0134
O 2.7240 -1.5734 -0.8726
O 1.7042 -0.9216 1.3758
Cl 3.0537 1.2286 -0.0703
H -0.2554 0.0266 0.0639
*
```

Orbital gap in eV: 7.682
DFT total energy in eV: -28958.361
LUMO in eV: 3.8
Energy relative to the best compared isomer or geometry (same formula, charge and spin) in kJ/mol: 199.7
SMILES string: N=[S@](=O)([O-])Cl

Atomic charges from the Löwdin analysis, expressed in e, are listed below: atom 1 (N): -0.240, atom 2 (S): 0.312, atom 3 (O): -0.456, atom 4 (O): -0.460, atom 5 (Cl): 0.035, atom 6 (H): -0.190

(6)
Below is a structure of composition ClIn4O28P7Y2, with properties calculated with ωB97M-V with the def2-TZVPD basis set.

Structure (ORCA input):
```
! wB97M-V def2-TZVPD RIJCOSX def2/J DEFGRID3
* xyz -4 1
In 2.0904 -2.6511 0.0809
In -3.2357 -2.9025 2.8945
In -2.6223 -2.3442 -2.3844
In -2.1187 2.9183 -0.2616
Y -0.1760 0.2446 2.7375
Y 0.8032 0.0420 -2.9083
P -1.0601 -0.9910 0.2220
O -1.2236 0.4847 0.7802
O -0.1764 -1.5931 1.3649
O -0.0670 -1.0112 -0.9783
O -2.3738 -1.7359 0.2789
P 0.1888 3.1494 2.7360
O -0.6448 2.2082 3.5934
O 0.2771 2.4795 1.3526
O 1.5618 3.4521 3.2746
O -0.6749 4.3863 2.7631
P 3.5850 0.5922 -2.1234
O 2.7920 0.8290 -3.2859
O 4.4433 -0.7368 -2.3643
O 2.2504 0.4476 -1.2858
O 4.5755 1.4821 -1.6252
P 0.9663 -2.9955 -3.2361
O 1.8458 -1.8968 -2.5963
O 1.7329 -3.8549 -4.3055
O -0.2365 -2.0319 -3.6249
O 0.6965 -4.0114 -1.9636
P 3.3583 0.3033 2.0549
O 4.1044 0.3546 3.3436
O 3.2832 1.7883 1.9107
O 1.9920 -0.3348 2.3892
O 4.0082 -0.5703 0.9064
P -3.5466 0.8689 3.1513
O -4.9845 0.2209 3.1951
O -3.2629 1.3033 4.6192
O -3.0799 2.1117 2.3912
O -2.4101 -0.2428 3.2885
P -2.6560 0.7073 -3.9364
O -3.8521 -0.1878 -3.9316
O -1.4342 0.2312 -3.1053
O -3.0767 2.0806 -3.4889
O -2.2240 1.0413 -5.3426
Cl 0.5817 -3.6352 3.4198
*
```

Orbital gap in eV: 1.904
DFT total energy in eV: -157663.790
LUMO in eV: 3.4

Here are the Löwdin charges for atoms 1 to 8, given in e: atom 1 (In): 1.092, atom 2 (In): 0.856, atom 3 (In): 0.966, atom 4 (In): 1.007, atom 5 (Y): 1.523, atom 6 (Y): 1.547, atom 7 (P): 0.005, atom 8 (O): -0.565

(7)
Below is a structure of composition ClLi, with properties calculated with ωB97M-V with the def2-TZVPD basis set.

Structure (ORCA input):
```
! wB97M-V def2-TZVPD RIJCOSX def2/J DEFGRID3
* xyz 1 2
Li 0.8677 0.7847 0.1874
Cl -0.8677 -0.7847 -0.1874
*
```

Orbital gap (alpha / beta) in eV: 13.047 / 7.926
DFT total energy in eV: -12719.175
LUMO (alpha / beta) in eV: -5.3 / -9.9
Energy relative to the best compared isomer or geometry (same formula, charge and spin) in kJ/mol: 0.0

Atomic charges from the Löwdin analysis, expressed in e, are listed below: atom 1 (Li): 0.808, atom 2 (Cl): 0.192

(8)
Below is a structure of composition ClNO2S, with properties calculated with ωB97M-V with the def2-TZVPD basis set.

Structure (ORCA input):
```
! wB97M-V def2-TZVPD RIJCOSX def2/J DEFGRID3
* xyz 0 1
N -0.1263 0.0116 -0.0145
O 0.2093 -1.1188 0.0004
O -1.2636 0.4917 -0.0452
S 0.9000 1.3818 0.0207
Cl 2.9308 -0.2964 0.0151
*
```

Orbital gap in eV: 7.579
DFT total energy in eV: -28937.381
LUMO in eV: -3.7
Energy relative to the best compared isomer or geometry (same formula, charge and spin) in kJ/mol: 198.3

Atomic charges from the Löwdin analysis, expressed in e, are listed below: atom 1 (N): -0.838, atom 2 (O): 0.014, atom 3 (O): -0.036, atom 4 (S): 0.842, atom 5 (Cl): 0.018

(9)
Below is a cluster of 2 separate species, ClNO7 in total, with properties calculated with ωB97M-V with the def2-TZVPD basis set.

Structure (ORCA input):
```
! wB97M-V def2-TZVPD RIJCOSX def2/J DEFGRID3
* xyz -2 1
N 1.5682 0.9369 -0.7728
O 0.9145 0.8542 -1.8394
O 2.3731 0.0759 -0.3719
O 1.4404 2.0379 -0.1619
Cl -1.2484 -0.7524 0.6208
O -0.6869 -1.4056 -0.5696
O -2.0798 -1.6981 1.3461
O -0.1960 -0.4238 1.5472
O -2.0851 0.3750 0.2016
*
```

Orbital gap in eV: 7.296
DFT total energy in eV: -28334.327
LUMO in eV: 6.7
Energy relative to the best compared isomer or geometry (same formula, charge and spin) in kJ/mol: 68.7

Here are the Löwdin charges for atoms 1 to 8, given in e: atom 1 (N): -0.640, atom 2 (O): -0.114, atom 3 (O): -0.102, atom 4 (O): -0.142, atom 5 (Cl): 0.630, atom 6 (O): -0.398, atom 7 (O): -0.448, atom 8 (O): -0.382

(10)
Below is a structure of composition ClNa2O4S, with properties calculated with ωB97M-V with the def2-TZVPD basis set.

Structure (ORCA input):
```
! wB97M-V def2-TZVPD RIJCOSX def2/J DEFGRID3
* xyz -1 1
Na 7.3896 13.5516 -1.1133
Na 7.6791 13.1133 1.7944
S 6.7048 16.2018 3.3777
O 7.1430 16.7267 2.0523
O 5.2905 16.4617 3.6487
O 6.6880 14.6787 3.3353
O 7.5464 16.7033 4.4419
Cl 9.9749 14.0358 0.3124
*
```

Orbital gap in eV: 2.780
DFT total energy in eV: -40382.357
LUMO in eV: -0.1
Energy relative to the best compared isomer or geometry (same formula, charge and spin) in kJ/mol: 270.9

Atomic charges from the Löwdin analysis, expressed in e, are listed below: atom 1 (Na): 0.650, atom 2 (Na): 0.467, atom 3 (S): 0.161, atom 4 (O): -0.479, atom 5 (O): -0.449, atom 6 (O): -0.540, atom 7 (O): -0.417, atom 8 (Cl): -0.392